DFT (wB97M-V/def2-TZVPD) results for a 2-piece molecular cluster, C22H24FNO5 overall in a non-equilibrium geometry.

Properties
E_LUMO = -1.0 eV
SMILES string = O=C1c2ccccc2C(=O)c2ccccc21.C[C@H](F)COC(=O)NCCCCO
net charge = 0
HOMO-LUMO gap = 8.83 eV
molecular weight = 401.4 g mol⁻¹
relative energy (zero: lowest compared OMol25 entry of this formula, charge and spin) = 0.0 kJ/mol
energy = -1383.56229 Ha

Each line ends with the Löwdin charge.
CARTESIAN COORDINATES (ANGSTROEM)
C (0.32131, 0.88375, -1.09452)  -0.020
C (0.71373, 1.12202, 0.33778)  -0.384
F (-0.40803, 1.17113, 1.11221)  0.017
C (1.45601, 2.42963, 0.46670)  -0.132
O (0.58966, 3.51953, 0.18558)  0.011
C (1.00199, 4.67592, 0.77085)  -0.612
O (0.93342, 4.79526, 1.93023)  0.152
N (1.48298, 5.70225, -0.00206)  0.098
C (1.16462, 5.74588, -1.45370)  -0.159
C (2.01795, 4.76153, -2.25697)  -0.169
C (1.35812, 4.24585, -3.52766)  -0.166
C (-0.08378, 3.80115, -3.39073)  -0.263
O (-0.89510, 4.77724, -4.06343)  -0.076
H (-0.09025, -0.10812, -1.22701)  0.075
H (1.16624, 1.00074, -1.75165)  0.087
H (-0.47434, 1.58010, -1.32098)  0.078
H (1.39625, 0.34118, 0.65368)  0.144
H (2.28319, 2.36995, -0.23813)  0.122
H (1.90303, 2.52836, 1.44764)  0.135
H (1.19701, 6.55098, 0.46005)  0.138
H (0.09894, 5.61650, -1.60663)  0.110
H (1.42687, 6.73786, -1.78565)  0.118
H (2.36003, 3.98535, -1.59061)  0.085
H (2.90588, 5.29779, -2.56501)  0.109
H (1.92983, 3.38122, -3.85162)  0.108
H (1.41569, 4.94877, -4.34311)  0.113
H (-0.41252, 3.79383, -2.35971)  0.088
H (-0.26911, 2.80584, -3.78045)  0.112
H (-1.73103, 4.36951, -4.31580)  0.083
C (-4.11764, -2.16496, 1.57603)  -0.053
C (-3.15732, -1.23742, 1.18387)  -0.044
C (-1.83675, -1.62517, 1.04271)  0.004
C (-1.46735, -2.93660, 1.30350)  -0.077
C (-2.42624, -3.86338, 1.71904)  -0.083
C (-3.75333, -3.47433, 1.84370)  -0.002
C (-2.04015, -5.26317, 2.04732)  -0.276
O (-2.87116, -6.07261, 2.40354)  0.107
C (-0.60373, -5.64409, 1.93449)  -0.081
C (-0.21170, -6.92856, 2.28759)  -0.002
C (1.11646, -7.30161, 2.17616)  -0.057
C (2.05957, -6.39498, 1.70290)  -0.058
C (1.67575, -5.11192, 1.35409)  -0.003
C (0.34645, -4.72840, 1.47621)  -0.082
C (-0.04506, -3.33482, 1.12821)  -0.269
O (0.77825, -2.54106, 0.71520)  0.098
H (-5.15175, -1.86262, 1.67827)  0.107
H (-3.44047, -0.21136, 0.98793)  0.111
H (-1.09311, -0.90869, 0.73691)  0.084
H (-4.49752, -4.19496, 2.15385)  0.120
H (-0.94640, -7.63336, 2.65211)  0.121
H (1.42033, -8.30169, 2.45651)  0.107
H (3.09638, -6.69101, 1.61040)  0.107
H (2.40787, -4.40423, 0.99016)  0.119